# 1
Entry from OMol25: a structure of composition C34H34AsN2NiP (ωB97M-V with the def2-TZVPD basis set).

Positions of all 73 atoms, in Å:
Ni1 1.145 -0.202 0.558
N1 3.245 -0.214 0.833
C1 3.933 1.077 0.706
C2 5.319 1.119 0.709
C3 5.961 2.339 0.576
C4 5.225 3.513 0.441
C5 3.843 3.463 0.445
C6 3.182 2.240 0.580
P1 1.391 2.101 0.591
C7 0.804 2.876 2.109
C8 1.673 3.089 3.178
C9 1.189 3.612 4.370
C10 -0.155 3.926 4.496
C11 -1.025 3.719 3.432
C12 -0.549 3.192 2.242
C13 0.718 2.976 -0.825
C14 0.646 2.291 -2.038
C15 0.186 2.931 -3.177
C16 -0.212 4.260 -3.103
C17 -0.144 4.948 -1.900
C18 0.323 4.311 -0.759
H1 3.444 -0.620 1.747
H2 3.637 -0.872 0.160
H3 5.895 0.209 0.811
H4 7.042 2.376 0.574
H5 5.733 4.460 0.332
H6 3.271 4.376 0.338
H7 2.727 2.862 3.089
H8 1.866 3.782 5.194
H9 -0.527 4.343 5.422
H10 -2.070 3.979 3.528
H11 -1.231 3.061 1.411
H12 0.966 1.254 -2.111
H13 0.140 2.400 -4.118
H14 -0.574 4.762 -3.990
H15 -0.452 5.983 -1.850
H16 0.372 4.854 0.177
C19 -2.657 1.008 0.113
As1 -1.323 -0.377 0.154
C20 -2.232 -1.744 1.168
C21 -1.344 -1.003 -1.706
C22 -2.667 -1.576 -2.131
C23 -2.970 -2.915 -1.901
C24 -4.210 -3.425 -2.257
C25 -5.161 -2.602 -2.844
C26 -4.861 -1.270 -3.089
C27 -3.618 -0.760 -2.737
H17 -3.558 0.550 -0.295
H18 -2.335 1.820 -0.540
H19 -2.845 1.384 1.115
H20 -3.122 -2.044 0.617
H21 -2.516 -1.313 2.127
H22 -1.595 -2.608 1.335
H23 -0.532 -1.720 -1.842
H24 -1.098 -0.112 -2.289
H25 -2.232 -3.571 -1.451
H26 -4.434 -4.469 -2.081
H27 -6.127 -2.999 -3.122
H28 -5.589 -0.627 -3.564
H29 -3.385 0.277 -2.951
N2 1.190 -2.246 0.466
C28 0.907 -3.361 0.419
C29 0.536 -4.744 0.360
C30 0.603 -5.401 -0.870
C31 0.243 -6.735 -0.927
C32 -0.175 -7.389 0.226
C33 -0.239 -6.724 1.446
C34 0.118 -5.391 1.523
H30 0.932 -4.877 -1.757
H31 0.293 -7.266 -1.867
H32 -0.452 -8.433 0.174
H33 -0.563 -7.247 2.334
H34 0.080 -4.863 2.466

Computed properties:
orbital gap (alpha / beta): 0.290 / 0.239 hartree
E_LUMO (alpha / beta): -0.1990 / -0.2594 Ha
2S+1: 3
E_HOMO (alpha / beta): -13.3 / -13.6 eV
<S²>: 2.01
energy: -5510.48249 Eh
charge: +2

# 2
Entry from OMol25: a structure of composition C34H34AsNO3PSTeTi (ωB97M-V with the def2-TZVPD basis set).

Positions of all 77 atoms, in Å:
Ti1 0.237 0.261 0.772
S1 -1.715 0.888 1.990
C1 -3.140 0.890 0.941
C2 -4.241 1.657 1.320
C3 -5.397 1.635 0.559
C4 -5.488 0.836 -0.574
C5 -4.402 0.066 -0.956
C6 -3.222 0.119 -0.220
As1 -1.673 -0.948 -0.562
C7 -2.303 -2.743 -0.210
C8 -1.950 -3.813 -1.022
C9 -2.409 -5.087 -0.719
C10 -3.212 -5.293 0.393
C11 -3.566 -4.223 1.203
C12 -3.113 -2.948 0.904
C13 -1.179 -0.928 -2.432
C14 -1.936 -0.352 -3.445
C15 -1.448 -0.332 -4.745
C16 -0.213 -0.892 -5.036
C17 0.545 -1.471 -4.026
C18 0.067 -1.482 -2.725
H1 -4.186 2.263 2.215
H2 -6.243 2.237 0.863
H3 -6.403 0.806 -1.150
H4 -4.479 -0.589 -1.815
H5 -1.329 -3.662 -1.896
H6 -2.140 -5.919 -1.356
H7 -3.571 -6.287 0.625
H8 -4.200 -4.380 2.066
H9 -3.407 -2.111 1.529
H10 -2.893 0.103 -3.226
H11 -2.036 0.121 -5.531
H12 0.159 -0.880 -6.052
H13 1.507 -1.915 -4.250
H14 0.662 -1.939 -1.938
N1 2.064 0.126 -0.595
C19 2.944 -1.009 -0.767
C20 3.668 -1.104 -1.949
C21 4.534 -2.162 -2.158
C22 4.669 -3.129 -1.174
C23 3.936 -3.035 -0.005
C24 3.057 -1.973 0.233
C25 2.206 -2.006 1.451
C26 2.689 -2.656 2.588
C27 1.853 -2.985 3.643
C28 0.495 -2.721 3.555
C29 0.018 -2.023 2.455
C30 0.867 -1.568 1.434
H15 1.784 0.471 -1.510
H16 2.585 0.894 -0.169
H17 3.555 -0.332 -2.702
H18 5.095 -2.231 -3.079
H19 5.331 -3.970 -1.325
H20 4.011 -3.829 0.725
H21 3.737 -2.921 2.643
H22 2.260 -3.482 4.514
H23 -0.186 -3.046 4.330
H24 -1.042 -1.814 2.403
C31 0.294 6.219 2.675
C32 0.483 4.741 2.905
O1 -0.021 4.014 1.743
P1 0.852 3.033 0.891
O2 1.193 1.737 1.652
Te1 -0.299 2.369 -1.082
O3 2.264 3.705 0.646
C33 2.384 4.863 -0.228
C34 3.498 5.734 0.293
H25 0.595 6.766 3.569
H26 -0.751 6.442 2.469
H27 0.900 6.572 1.840
H28 -0.102 4.384 3.750
H29 1.530 4.481 3.069
H30 1.431 5.397 -0.251
H31 2.593 4.490 -1.231
H32 3.244 6.158 1.265
H33 3.679 6.553 -0.403
H34 4.417 5.158 0.393

Computed properties:
orbital gap: 0.261 hartree
E_LUMO: -0.1228 Ha
energy relative to the best compared isomer or geometry (same formula, charge and spin): 34.6 kJ/mol
E_HOMO: -10.5 eV
energy: -5689.25145 Eh
charge: +1

# 3
Entry from OMol25: a structure of composition C34H34IN7OSr (ωB97M-V with the def2-TZVPD basis set).

Positions of all 78 atoms, in Å:
Sr1 -0.128 -0.258 0.340
C1 -2.009 -2.850 1.256
C2 -1.588 -2.019 2.501
C3 -0.186 -2.290 2.981
C4 0.119 -3.455 3.674
C5 1.431 -3.672 4.065
C6 2.394 -2.729 3.747
C7 2.008 -1.605 3.036
N1 0.748 -1.388 2.661
N2 -2.129 -2.017 0.051
C8 -2.004 -2.822 -1.160
C9 -0.595 -3.332 -1.341
C10 -0.314 -4.428 -2.143
C11 1.010 -4.785 -2.340
C12 2.010 -4.034 -1.741
C13 1.641 -2.957 -0.951
N3 0.364 -2.631 -0.738
C14 -3.382 -1.268 0.064
C15 -3.334 0.023 -0.725
C16 -4.465 0.825 -0.767
C17 -4.378 2.059 -1.387
C18 -3.175 2.441 -1.961
C19 -2.100 1.575 -1.876
N4 -2.171 0.387 -1.262
H1 -2.949 -3.373 1.473
H2 -1.242 -3.600 1.068
H3 -2.293 -2.272 3.296
H4 -1.719 -0.944 2.353
H5 -0.661 -4.168 3.908
H6 1.696 -4.567 4.613
H7 3.428 -2.861 4.035
H8 2.727 -0.850 2.739
H9 -2.235 -2.178 -2.012
H10 -2.736 -3.643 -1.168
H11 -1.118 -4.982 -2.610
H12 1.259 -5.634 -2.963
H13 3.055 -4.265 -1.888
H14 2.374 -2.298 -0.500
H15 -3.602 -0.998 1.099
H16 -4.218 -1.901 -0.273
H17 -5.382 0.495 -0.296
H18 -5.235 2.720 -1.413
H19 -3.057 3.398 -2.448
H20 -1.140 1.850 -2.298
C20 0.070 4.595 -0.143
C21 -0.230 3.186 0.291
N5 0.565 2.166 -0.129
N6 1.543 2.416 -0.885
C22 2.253 1.210 -1.368
O1 2.005 0.039 -0.721
C23 3.749 1.538 -1.405
C24 4.656 0.485 -1.360
C25 6.023 0.718 -1.421
C26 6.503 2.016 -1.523
C27 5.605 3.073 -1.567
C28 4.237 2.837 -1.511
C29 -1.371 2.900 1.075
C30 -2.291 3.961 1.362
C31 -3.407 3.748 2.118
C32 -3.663 2.469 2.628
C33 -2.755 1.487 2.308
N7 -1.658 1.641 1.559
H21 1.079 4.625 -0.548
H22 0.008 5.304 0.685
H23 -0.607 4.948 -0.932
H24 4.268 -0.520 -1.261
H25 6.715 -0.115 -1.383
H26 7.569 2.203 -1.568
H27 5.970 4.090 -1.646
H28 3.539 3.661 -1.542
H29 -2.097 4.945 0.963
H30 -4.086 4.567 2.320
H31 -4.518 2.249 3.250
H32 -2.930 0.489 2.699
I1 1.711 2.621 -4.174
C34 1.748 0.950 -2.815
H33 0.716 0.606 -2.760
H34 2.360 0.192 -3.295

Computed properties:
orbital gap: 0.212 hartree
E_LUMO: 0.0035 Ha
energy relative to the best compared isomer or geometry (same formula, charge and spin): 193.9 kJ/mol
E_HOMO: -5.7 eV
energy: -2103.03967 Eh
charge: 0